C3HF3O3S | ωB97M-V with the def2-TZVPD basis set

Geometry as XYZ:
```
11
Properties=species:S:1:pos:R:3:forces:R:3:lowdin_charge:R:1
C -0.7085 1.0625 -0.9267 -2.37 3.02 -1.41 -0.255
C 0.3911 1.6774 -0.6350 1.28 1.10 0.13 -0.201
C 0.1633 -1.1623 1.2126 -0.36 0.41 0.10 -0.662
O 1.1259 -1.0750 -1.3327 -0.06 0.02 0.23 -0.405
O -1.2174 -0.1729 -0.8231 0.67 -2.89 0.57 -0.302
O 1.2599 2.4422 -0.4731 -0.24 -0.72 0.03 0.188
F -0.8013 -1.7993 1.9258 1.12 0.01 -0.63 0.105
F 1.3991 -1.4610 1.6298 -0.86 -0.63 -0.36 0.136
F 0.0071 0.1373 1.4385 -0.02 0.20 0.34 0.117
S -0.1256 -1.4625 -0.7115 -0.51 0.70 0.53 1.102
H -1.4936 1.8137 -1.3045 1.34 -1.21 0.46 0.176
```
Positions in Å, forces in eV/Å.

* highest occupied orbital energy: -8.976 eV
* charge: 0
* total energy: -28254.062 eV
* lowest unoccupied orbital energy: 0.09 eV
* orbital gap: 0.33322 hartree
* relative energy (zero: lowest compared OMol25 entry of this formula, charge and spin): 203.6 kJ/mol